[1]
Here is the molecule C4H3Cl2N3 at a distorted geometry from the OMol25 dataset. Energies are from ωB97M-V/def2-TZVPD.

Output
Energy above the lowest of the compared OMol25 structures with the same formula, charge and spin = 4.8 kJ/mol
Molecular weight = 164.0 g mol⁻¹
LUMO = 0.3 eV
SMILES = Nc1c(Cl)ncnc1Cl
Multiplicity = 1
Charge = 0

CARTESIAN COORDINATES (ANGSTROEM)
N  0.868  -0.902  -1.542
C  0.273  -0.283  -0.426
C  -0.385  -1.007  0.592
Cl  -0.701  -2.747  0.419
N  -0.852  -0.365  1.656
C  -0.739  0.963  1.772
N  -0.204  1.705  0.821
C  0.290  1.122  -0.275
Cl  0.802  2.190  -1.568
H  0.552  -1.851  -1.803
H  1.266  -0.319  -2.279
H  -1.171  1.494  2.633

***

[2]
Here is a cluster of 2 separate species, C4H3Cl2N3O2 in total at a distorted geometry from the OMol25 dataset. Energies are from ωB97M-V/def2-TZVPD.

Output
Energy above the lowest of the compared OMol25 structures with the same formula, charge and spin = 300.0 kJ/mol
Molecular weight = 196.0 g mol⁻¹
LUMO = -0.1 eV
SMILES = C=N/C=C(/Cl)[N+](=O)[O-].N#CCl
Multiplicity = 1
Charge = 0

CARTESIAN COORDINATES (ANGSTROEM)
C  -0.093  0.700  -0.416
N  -0.298  -0.032  0.585
C  -0.360  -1.154  1.215
C  -1.277  -2.126  0.925
Cl  -1.253  -3.665  1.707
N  -2.252  -1.910  -0.091
O  -2.286  -0.828  -0.698
O  -3.046  -2.830  -0.198
H  -0.504  1.700  -0.546
H  0.543  0.611  -1.242
H  0.196  -1.327  2.072
N  0.018  -0.807  -2.876
C  -0.994  -1.171  -3.253
Cl  -2.535  -1.533  -3.563

***

[3]
Here is the molecule C4H3ClF2S at a distorted geometry from the OMol25 dataset. Energies are from ωB97M-V/def2-TZVPD.

Output
Energy above the lowest of the compared OMol25 structures with the same formula, charge and spin = 0.0 kJ/mol
Molecular weight = 156.6 g mol⁻¹
LUMO = -1.2 eV
SMILES = F/C=C\C(=S)[C@H](F)Cl
Multiplicity = 1
Charge = 0

CARTESIAN COORDINATES (ANGSTROEM)
F  1.952  0.597  -0.040
C  0.922  1.390  -0.388
C  -0.351  1.013  -0.368
C  -0.957  -0.266  0.053
S  -2.577  -0.376  -0.096
C  -0.060  -1.384  0.575
F  0.777  -0.977  1.533
Cl  0.743  -2.056  -0.864
H  1.275  2.409  -0.676
H  -1.035  1.799  -0.663
H  -0.691  -2.149  0.935

***

[4]
Here is the molecule C4H3ClN2S at a distorted geometry from the OMol25 dataset. Energies are from ωB97M-V/def2-TZVPD.

Output
Energy above the lowest of the compared OMol25 structures with the same formula, charge and spin = 137.4 kJ/mol
Molecular weight = 146.6 g mol⁻¹
LUMO = -0.8 eV
SMILES = S=c1ncc(Cl)c[nH]1
Multiplicity = 1
Charge = 0

CARTESIAN COORDINATES (ANGSTROEM)
S  -3.166  -0.131  0.289
C  -1.396  -0.033  0.209
N  -0.838  0.987  -0.569
C  0.451  1.090  -0.589
C  1.345  0.119  -0.034
Cl  3.000  -0.005  -0.707
C  0.833  -0.814  0.796
N  -0.531  -0.803  1.054
H  1.071  2.006  -0.999
H  1.650  -1.495  1.267
H  -0.892  -1.779  1.443

***

[5]
Here is a structure of composition C4H3ClN2S at a distorted geometry from the OMol25 dataset. Energies are from ωB97M-V/def2-TZVPD.

Output
Energy above the lowest of the compared OMol25 structures with the same formula, charge and spin = 285.5 kJ/mol
Molecular weight = 146.6 g mol⁻¹
LUMO = -1.4 eV
Multiplicity = 1
Charge = 0

CARTESIAN COORDINATES (ANGSTROEM)
C  -1.047  -1.027  -0.156
C  -0.044  -0.096  -0.113
C  1.134  1.538  -0.058
C  1.237  -0.461  -0.255
H  -2.986  0.600  0.846
H  -0.803  -2.010  -0.250
H  1.585  2.614  0.182
N  -0.145  1.270  -0.103
N  2.027  0.478  -0.037
S  -2.842  -0.872  -0.067
Cl  1.884  -2.033  0.011

***

[6]
Here is the molecule C4H3ClN2S at a distorted geometry from the OMol25 dataset. Energies are from ωB97M-V/def2-TZVPD.

Output
Energy above the lowest of the compared OMol25 structures with the same formula, charge and spin = 157.3 kJ/mol
Molecular weight = 146.6 g mol⁻¹
LUMO = 0.1 eV
SMILES = Sc1ccc(Cl)nn1
Multiplicity = 1
Charge = 0

CARTESIAN COORDINATES (ANGSTROEM)
S  -1.328  1.344  2.059
C  -0.355  0.605  0.865
C  -0.858  -0.561  0.171
C  -0.278  -0.981  -0.994
C  1.071  -0.461  -1.167
Cl  1.912  -0.803  -2.553
N  1.533  0.537  -0.464
N  0.863  1.089  0.502
H  -0.362  2.101  2.773
H  -1.749  -1.103  0.382
H  -0.450  -1.770  -1.574

***

[7]
Here is a cluster of 2 separate species, C4H3ClO in total at a distorted geometry from the OMol25 dataset. Energies are from ωB97M-V/def2-TZVPD.

Output
Energy above the lowest of the compared OMol25 structures with the same formula, charge and spin = 0.0 kJ/mol
Molecular weight = 102.5 g mol⁻¹
LUMO (spin up / spin down) = 0.9 / -1.5 eV
<S²> = 2.034
Multiplicity = 3
Charge = 0

CARTESIAN COORDINATES (ANGSTROEM)
C  2.080  0.276  -0.543
C  3.644  -1.137  0.434
C  -0.312  0.411  0.141
C  0.757  -0.257  -0.308
O  4.625  -1.403  -0.072
Cl  2.359  1.814  0.047
H  -1.272  -0.065  0.212
H  -0.251  1.447  0.434
H  0.646  -1.286  -0.620

***

[8]
Here is the molecule C4H3ClO2 at a distorted geometry from the OMol25 dataset. Energies are from ωB97M-V/def2-TZVPD.

Output
Energy above the lowest of the compared OMol25 structures with the same formula, charge and spin = 227.5 kJ/mol
Molecular weight = 118.5 g mol⁻¹
LUMO = 0.3 eV
SMILES = C/C(Cl)=C1\OC1=O
Multiplicity = 1
Charge = 0

CARTESIAN COORDINATES (ANGSTROEM)
C  -0.004  0.083  -0.120
C  -0.660  0.731  1.147
Cl  -1.966  1.900  0.936
C  -0.413  0.231  2.349
O  0.527  -0.565  3.017
C  -0.306  0.224  3.739
O  -0.564  0.593  4.823
H  -0.925  -0.343  -0.766
H  0.443  0.775  -0.884
H  0.589  -0.794  0.331

***

[9]
Here is a structure of composition C4H3ClO2S at a distorted geometry from the OMol25 dataset. Energies are from ωB97M-V/def2-TZVPD.

Output
Energy above the lowest of the compared OMol25 structures with the same formula, charge and spin = 159.8 kJ/mol
Molecular weight = 150.6 g mol⁻¹
LUMO = -0.4 eV
Multiplicity = 1
Charge = 0

CARTESIAN COORDINATES (ANGSTROEM)
C  0.623  0.072  0.139
C  0.474  0.899  1.483
C  -0.835  -0.160  0.338
C  0.697  1.023  -1.132
H  0.880  0.404  2.357
H  0.766  1.998  1.375
H  0.926  0.583  -2.059
O  -0.962  0.599  1.378
O  0.324  2.197  -1.047
S  -1.986  -0.847  -0.501
Cl  1.680  -1.342  -0.075

***

[10]
Here is a structure of composition C4H3CuO at a distorted geometry from the OMol25 dataset. Energies are from ωB97M-V/def2-TZVPD.

Output
Energy above the lowest of the compared OMol25 structures with the same formula, charge and spin = 0.0 kJ/mol
Molecular weight = 130.6 g mol⁻¹
LUMO (spin up / spin down) = -0.7 / -2.5 eV
<S²> = 2.084
Multiplicity = 3
Charge = 0

CARTESIAN COORDINATES (ANGSTROEM)
C  -2.665  0.633  0.001
C  -1.457  0.169  0.329
C  -0.511  -0.644  0.067
C  0.627  -1.364  -0.014
O  1.817  -0.893  -0.229
Cu  2.446  0.784  -0.099
H  -3.565  0.242  0.481
H  -2.774  1.474  -0.689
H  0.563  -2.441  0.210

***

The highest molecular weight belongs to which entry?
C4H3Cl2N3O2